1.
# C40H61CuO4P2S

C40H61CuO4P2S as an isolated structure at a distorted geometry (wB97M-V/def2-TZVPD, OMol25).

XYZ file:
```
109
Properties=species:S:1:pos:R:3:forces:R:3
Cu -0.7363 1.4482 0.6820 -0.27 -0.67 0.84
C 5.5175 -3.0751 -2.4458 -0.10 -0.04 -0.02
C 4.5611 -3.6993 -1.4333 0.10 0.07 0.00
C 4.0800 -2.6514 -0.4109 0.03 -0.03 -0.11
C 4.0041 -1.2359 -1.0128 -0.35 0.20 0.03
C 3.6238 -1.3841 -2.4915 0.21 0.04 0.02
C 4.7816 -2.0110 -3.2805 -0.01 -0.05 0.07
P 2.7060 -0.1820 -0.1523 0.40 -0.01 0.09
C 3.2405 1.5797 -0.5164 -0.06 -0.29 -0.01
C 2.7321 2.0573 -1.8832 -0.19 0.13 0.09
C 3.0578 3.5387 -2.0557 0.06 -0.07 -0.12
C 4.5824 3.7657 -2.1255 0.00 -0.11 0.06
C 5.3613 2.5615 -1.5812 -0.05 0.14 0.09
C 4.7260 1.9781 -0.3174 0.01 -0.04 -0.09
C 3.1348 -0.3339 1.6672 -0.08 -0.17 -0.24
C 4.6055 -0.2472 2.1124 -0.03 -0.08 0.06
C 4.8275 -0.8899 3.4957 -0.03 0.10 0.01
C 3.5981 -0.7079 4.3811 0.04 -0.08 -0.05
C 2.3902 -1.4597 3.7984 0.05 0.03 -0.07
C 2.4903 -1.5909 2.2710 -0.08 0.10 0.14
H 5.9389 -3.8440 -3.0978 0.06 0.03 0.01
H 6.3531 -2.6189 -1.9071 0.01 -0.01 -0.01
H 5.0422 -4.5313 -0.9136 -0.04 -0.02 0.00
H 3.7056 -4.1158 -1.9726 -0.01 -0.03 0.01
H 4.7501 -2.6497 0.4521 -0.06 -0.02 0.01
H 3.0887 -2.9423 -0.0528 0.04 -0.01 0.03
H 4.9842 -0.7496 -0.9449 0.02 -0.03 -0.03
H 3.3471 -0.4315 -2.9363 -0.04 0.02 -0.03
H 2.7331 -2.0163 -2.5478 -0.03 0.01 -0.02
H 5.4869 -1.2300 -3.5776 -0.02 0.00 -0.04
H 4.3929 -2.4591 -4.1992 0.03 0.01 -0.02
H 2.6301 2.1091 0.2263 -0.01 0.07 -0.03
H 1.6554 1.9040 -1.9450 0.04 -0.07 -0.04
H 3.1908 1.5005 -2.7024 0.02 -0.04 -0.02
H 2.6326 4.0846 -1.2086 -0.02 0.01 -0.01
H 2.5683 3.9220 -2.9526 -0.03 0.03 0.06
H 4.8511 4.6581 -1.5536 0.02 0.01 -0.03
H 4.8936 3.9448 -3.1584 -0.01 0.06 0.01
H 6.3894 2.8607 -1.3571 0.03 -0.06 -0.06
H 5.4205 1.7831 -2.3476 0.00 -0.02 0.01
H 4.7932 2.7199 0.4843 0.04 -0.02 0.02
H 5.3297 1.1265 -0.0069 0.00 0.00 0.10
H 2.5780 0.5094 2.0874 -0.04 0.05 0.02
H 4.9044 0.7999 2.1673 0.04 0.02 -0.07
H 5.2608 -0.7411 1.3876 0.03 0.12 0.00
H 5.7050 -0.4370 3.9656 0.03 -0.07 -0.01
H 5.0417 -1.9584 3.3892 -0.01 -0.01 0.00
H 3.3653 0.3592 4.4447 0.01 0.00 0.04
H 3.8066 -1.0564 5.3958 -0.02 0.08 0.02
H 1.4796 -0.9133 4.0416 -0.06 -0.02 0.03
H 2.3169 -2.4584 4.2414 -0.01 0.03 0.02
H 1.4901 -1.7288 1.8535 0.03 -0.05 -0.02
H 3.0863 -2.4704 2.0152 -0.07 0.02 0.02
C -3.6690 2.8062 -0.3104 0.11 -0.09 0.03
C -3.7531 1.4430 -1.0169 0.06 -0.13 0.00
C -5.2307 1.1441 -1.2700 0.06 -0.01 -0.02
C -3.0075 1.4890 -2.3533 0.10 -0.02 0.00
P -2.7887 0.2473 0.0955 -0.49 0.23 -0.10
C -3.9279 0.0942 1.5356 0.10 0.06 0.04
C -3.5215 0.6750 2.7364 0.01 0.00 -0.07
C -4.3516 0.6695 3.8495 -0.09 0.01 0.07
C -5.6081 0.0897 3.7808 0.06 0.02 0.00
C -6.0152 -0.5163 2.6000 -0.10 -0.05 -0.03
C -5.1820 -0.5202 1.4926 0.03 -0.06 0.04
C -2.7581 -1.4873 -0.6739 0.38 0.16 0.10
C -2.6176 -2.4664 0.4991 0.02 0.08 -0.01
C -1.4508 -1.5262 -1.4840 -0.01 0.07 0.03
C -3.9084 -1.9272 -1.5773 0.02 0.04 0.07
H -3.9255 3.6080 -1.0083 -0.06 -0.05 -0.04
H -2.6628 3.0062 0.0601 0.02 0.07 -0.01
H -4.3597 2.8490 0.5350 0.03 -0.01 0.02
H -5.6479 1.9735 -1.8502 -0.01 -0.02 -0.03
H -5.7951 1.0789 -0.3417 -0.05 0.01 0.01
H -5.3782 0.2296 -1.8441 -0.05 0.03 0.03
H -3.3762 2.3149 -2.9675 -0.05 0.01 0.03
H -3.1491 0.5625 -2.9159 -0.02 0.08 -0.01
H -1.9394 1.6463 -2.2126 0.07 0.05 -0.04
H -2.5388 1.1302 2.7996 0.02 0.04 0.01
H -4.0097 1.1209 4.7729 0.01 0.02 -0.03
H -6.2676 0.1041 4.6400 0.02 -0.03 0.01
H -6.9918 -0.9828 2.5416 0.02 -0.02 -0.02
H -5.5129 -1.0199 0.5930 -0.04 0.07 -0.01
H -1.8564 -2.1198 1.2034 0.01 -0.06 0.01
H -2.3162 -3.4480 0.1218 0.02 0.01 -0.03
H -3.5544 -2.5824 1.0434 0.01 -0.01 0.03
H -0.6040 -1.2131 -0.8691 0.05 -0.04 -0.05
H -1.4954 -0.8616 -2.3484 0.05 -0.01 0.02
H -1.2641 -2.5436 -1.8420 -0.03 -0.01 0.00
H -4.8700 -1.9264 -1.0649 -0.01 -0.01 -0.05
H -3.7125 -2.9538 -1.9038 0.00 0.00 -0.01
H -3.9831 -1.3066 -2.4701 -0.03 -0.04 0.03
S -0.0370 1.3808 2.7137 0.03 -0.01 -0.16
O -0.2908 3.5295 -2.7776 -0.05 -0.05 0.20
C -0.2658 3.5503 -1.5431 0.14 0.15 -0.09
O -0.2518 2.5275 -0.7881 0.12 0.25 -0.68
C -0.1955 4.9028 -0.8479 -0.13 0.09 -0.22
C -0.2975 6.0443 -1.6345 0.03 -0.06 0.01
C -0.2413 7.3258 -1.0880 -0.02 0.10 0.08
C -0.0816 7.4044 0.2736 0.05 -0.11 0.10
O -0.0037 8.5321 1.0599 -0.04 0.00 -0.13
C 0.2224 8.0652 2.3846 0.07 0.22 0.22
O 0.1878 6.6527 2.3817 -0.04 -0.20 -0.06
C 0.0289 6.2728 1.0629 0.01 0.20 -0.12
C -0.0284 5.0066 0.5378 0.02 -0.08 0.25
H -0.4125 5.9036 -2.6997 -0.01 -0.02 -0.02
H -0.3192 8.2155 -1.6985 0.00 0.00 0.00
H -0.5584 8.4561 3.0451 -0.02 -0.06 -0.06
H 1.2033 8.4149 2.7304 0.00 -0.07 -0.07
H 0.0533 4.1291 1.1699 -0.03 -0.03 -0.06
```
Positions in Å, forces in eV/Å.

Summary:
Gap between HOMO and LUMO (alpha / beta) ... 7.2 / 6.7 eV
Energy relative to the best compared isomer or geometry (same formula, charge and spin) ... 30.4 kJ/mol
HOMO (alpha / beta) ... -4.68 / -4.35 eV
Total energy ... -124715.922 eV
Spin multiplicity ... 2
Net charge ... -1
E_LUMO (alpha / beta) ... 2.54 / 2.31 eV

2.
# C6H8AgLiO6

C6H8AgLiO6 as an isolated structure at a distorted geometry (wB97M-V/def2-TZVPD, OMol25).

XYZ file:
```
22
Properties=species:S:1:pos:R:3:forces:R:3
O -2.8020 0.1037 0.3476 -1.55 -1.58 0.34
C 1.0809 1.6865 0.2004 1.29 -0.14 0.89
C -2.4884 1.3749 -0.1211 -0.43 0.77 -0.46
O 1.9158 2.5023 0.5050 -0.60 -0.46 -0.44
O -0.1801 2.0788 -0.0152 -0.44 0.45 -0.39
C -1.1338 1.3903 -0.8398 0.11 0.00 0.04
Ag -5.0868 -1.1175 0.0399 1.70 1.01 0.18
H -2.4566 2.1032 0.7133 0.09 -0.08 -0.28
H -3.2540 1.7577 -0.8235 0.17 -0.14 0.15
H -1.1883 1.9496 -1.7826 0.01 -0.09 0.17
H -0.8178 0.3644 -1.0496 0.01 0.17 0.01
O 2.5901 -0.1678 0.7941 -1.04 -3.10 0.27
C 1.3263 0.1700 0.3735 -1.23 -1.73 1.02
C 2.1337 -1.8109 0.7477 3.56 -0.36 -0.87
O 0.4744 -0.3837 1.2743 -1.74 1.66 -0.24
O 1.1395 -0.5519 -0.8755 -0.33 0.66 -1.53
C 1.7519 -1.8259 -0.7361 0.28 0.66 0.79
Li -1.3359 -0.3622 1.3552 0.67 -0.03 -0.10
H 1.5107 -2.4942 1.3440 -0.46 1.69 0.51
H 3.1252 -2.2377 0.9426 0.16 0.31 -0.45
H 1.0556 -2.6294 -1.0107 -0.01 0.22 0.19
H 2.6395 -1.9000 -1.3833 -0.22 0.13 0.19
```
Positions in Å, forces in eV/Å.

Summary:
Gap between HOMO and LUMO ... 4.6 eV
Energy relative to the best compared isomer or geometry (same formula, charge and spin) ... 307.8 kJ/mol
HOMO ... -7.88 eV
Total energy ... -22836.460 eV
E_LUMO ... -3.28 eV

3.
# C13H11FeN2O3

C13H11FeN2O3 as an isolated structure at a distorted geometry (wB97M-V/def2-TZVPD, OMol25).

XYZ file:
```
30
Properties=species:S:1:pos:R:3:forces:R:3
O 2.8904 2.6430 0.3911 -2.52 -1.88 -0.28
C 1.9623 1.9380 0.2923 3.52 3.32 -0.03
Fe 0.6868 0.7345 0.3592 1.44 -0.23 -1.57
C 1.9920 -0.4268 0.2038 2.98 -2.96 -0.27
O 2.9130 -1.1452 0.2298 -2.17 1.71 -0.07
C 0.8593 0.6685 2.1228 -1.76 -0.32 4.01
O 0.7241 0.5772 3.2720 0.70 0.16 -2.00
C -0.9201 -0.8084 -0.1736 -1.27 -1.06 0.07
C -1.8681 -0.0037 0.4758 -0.68 -1.31 0.39
C -1.8830 1.3687 0.4892 -0.75 1.28 0.58
C -0.9000 2.1996 -0.0901 -1.28 1.14 0.51
C -0.2163 1.9652 -1.3053 0.09 0.72 0.14
C -0.1162 0.7578 -1.9739 0.41 0.53 -1.93
C -0.2033 -0.4799 -1.3462 0.08 -1.24 0.77
H -0.9081 -1.8527 0.1702 0.16 0.50 -0.45
H -2.6136 -0.5205 1.1009 0.44 0.21 -0.29
H -2.6685 1.8399 1.1046 0.67 -0.09 -0.23
H -0.8473 3.2186 0.3220 -0.04 -0.46 -0.43
H 0.2183 2.8507 -1.7784 -0.05 -0.31 0.11
H 0.2974 0.7757 -2.9954 -0.07 0.00 0.69
H 0.2334 -1.3346 -1.8715 0.07 0.33 0.21
N -1.9571 -3.0719 2.1384 0.50 -1.72 -0.91
C -2.4232 -2.7826 3.3467 0.75 -1.29 -0.23
N -2.1780 -3.8336 4.2005 0.56 -1.44 0.21
C -1.5622 -4.8443 3.4842 -1.24 0.97 2.76
C -1.4624 -4.3675 2.1857 -0.95 3.51 -1.47
H -2.9526 -1.8932 3.6684 0.17 0.03 -0.19
H -2.4244 -3.8472 5.1894 0.16 -0.17 -0.29
H -1.2580 -5.7932 3.8939 -0.05 0.00 0.25
H -1.0970 -4.8872 1.3155 0.12 0.10 -0.07
```
Positions in Å, forces in eV/Å.

Summary:
Gap between HOMO and LUMO (alpha / beta) ... 3.8 / 2.5 eV
Energy relative to the best compared isomer or geometry (same formula, charge and spin) ... 7.0 kJ/mol
HOMO (alpha / beta) ... -8.06 / -11.37 eV
Total energy ... -57155.498 eV
Spin multiplicity ... 5
Net charge ... +1
E_LUMO (alpha / beta) ... -4.30 / -8.82 eV

4.
# C28H61FN2O2

A 3-piece molecular cluster, C28H61FN2O2 overall at a distorted geometry (wB97M-V/def2-TZVPD, OMol25).

XYZ file:
```
94
Properties=species:S:1:pos:R:3:forces:R:3
C 3.0856 0.2124 4.9795 0.01 0.54 0.05
C 2.7450 1.5272 4.8542 -0.12 -0.34 0.34
C 1.4723 1.9957 4.1956 0.06 -0.51 1.54
C 1.7682 1.8646 2.6847 0.64 0.46 0.18
O 1.1159 2.7887 1.8407 -0.43 -0.64 0.03
C -0.3216 2.7552 1.8460 -0.28 0.61 -0.11
C -0.8418 3.9108 2.7436 -0.40 0.00 0.03
C -2.0794 3.6880 3.6215 -0.18 0.32 0.09
C -3.3990 3.9562 2.8906 0.23 0.50 0.21
C -4.6383 3.8228 3.7731 -0.13 -0.15 -0.57
C -4.9327 2.3857 4.2667 0.21 1.00 0.49
C -4.8826 2.2433 5.8028 0.41 -0.48 -0.29
C -3.5283 1.7406 6.3411 -0.39 0.02 0.18
C -0.9114 1.3772 2.1076 0.35 -0.70 -0.07
O -2.1944 1.2595 1.5262 -0.03 0.33 0.29
C -2.6413 -0.0811 1.4750 -0.38 -0.22 -0.26
C -2.9198 -0.7272 2.8437 -0.08 0.42 -0.12
C -4.3801 -1.1014 3.0928 0.40 -0.23 0.44
F -4.5106 -2.4903 3.1750 -0.08 -0.04 -0.27
H 3.9984 -0.1622 4.5228 0.85 0.23 1.55
H 2.4910 -0.4718 5.5798 -0.94 -0.50 -1.49
H 3.4118 2.3104 5.2204 0.82 0.05 -1.65
H 1.2902 3.0317 4.4750 -0.32 -0.02 -0.14
H 0.6716 1.3233 4.5207 -0.29 0.28 -0.16
H 1.6728 0.8208 2.3673 -0.27 0.00 0.06
H 2.8340 2.0793 2.5742 -0.06 0.14 -0.22
H -0.6204 3.0164 0.8279 0.16 -0.21 -0.10
H -0.0265 4.2853 3.3602 0.12 -0.22 -0.04
H -1.1004 4.7437 2.0834 0.16 0.04 -0.02
H -2.0794 2.7309 4.1481 0.06 -0.12 -0.18
H -2.0385 4.4449 4.4141 0.06 -0.11 0.10
H -3.4798 3.3840 1.9656 -0.06 -0.23 0.11
H -3.3466 5.0108 2.5929 -0.03 -0.06 -0.18
H -5.4835 4.1671 3.1703 -0.04 0.03 0.09
H -4.5654 4.5351 4.6002 0.07 -0.14 0.12
H -4.1688 1.7441 3.8275 -0.26 -0.32 -0.15
H -5.9295 2.1153 3.9202 0.12 -0.28 -0.12
H -5.0837 3.2049 6.2753 -0.35 -0.06 0.00
H -5.6535 1.5291 6.0971 -0.05 0.12 0.15
H -2.8811 2.5690 6.6288 0.14 -0.06 -0.14
H -3.6958 1.1314 7.2304 0.13 0.05 0.07
H -3.0143 1.1104 5.6137 0.06 0.02 -0.01
H -0.2933 0.5905 1.6514 0.25 0.24 -0.08
H -0.9286 1.1450 3.1768 -0.16 0.08 0.02
H -1.9459 -0.6809 0.8750 0.16 0.03 0.12
H -3.5756 -0.0467 0.9113 0.04 0.08 -0.06
H -2.6442 -0.0001 3.6082 0.14 -0.04 0.03
H -2.2993 -1.6097 2.9952 -0.06 -0.05 0.08
H -4.7004 -0.7293 4.0663 -0.17 0.13 -0.09
H -5.0413 -0.7385 2.3064 -0.08 -0.03 0.02
C 2.5678 1.1329 -1.4127 0.07 0.10 0.02
C 2.0376 0.7356 -2.7805 0.06 0.09 0.05
N 0.7763 0.0227 -2.7108 -0.09 -0.14 -0.02
C 0.4010 -0.6120 -3.9601 0.05 -0.18 -0.20
C 0.1063 0.2829 -5.1710 -0.06 -0.06 -0.03
C -0.2894 0.7108 -2.0042 -0.13 0.15 0.24
C -0.7181 2.0957 -2.5084 -0.11 -0.01 0.03
H 2.6548 0.2642 -0.7578 -0.06 -0.02 -0.01
H 3.5595 1.5747 -1.5211 0.00 0.01 0.01
H 1.9358 1.8747 -0.9227 0.02 -0.01 0.04
H 2.7699 0.0748 -3.2537 -0.09 -0.05 -0.07
H 1.9796 1.6347 -3.4149 0.04 0.01 0.02
H -0.4644 -1.2566 -3.7807 -0.03 0.06 0.10
H 1.2139 -1.2940 -4.2348 0.06 0.05 0.05
H -0.8605 0.7776 -5.0887 0.03 0.06 0.03
H 0.0756 -0.3275 -6.0760 0.02 -0.01 0.01
H 0.8743 1.0432 -5.3157 0.00 0.01 0.02
H 0.0083 0.8194 -0.9572 0.08 -0.03 -0.02
H -1.1642 0.0553 -1.9787 0.04 -0.07 -0.10
H 0.1377 2.7321 -2.7380 0.02 -0.01 0.01
H -1.3011 2.5989 -1.7338 0.01 -0.01 0.02
H -1.3497 2.0365 -3.3936 0.07 0.02 -0.06
C 3.6104 -6.9294 -6.3846 0.02 -0.03 0.02
C 4.2477 -5.7369 -5.6877 -0.03 -0.09 0.04
N 3.5430 -4.4911 -5.9298 0.01 0.14 -0.01
C 4.2852 -3.3153 -5.5099 0.15 0.13 -0.06
C 4.5799 -3.1326 -4.0154 -0.03 0.09 0.00
C 2.1301 -4.4952 -5.5966 -0.27 -0.16 0.00
C 1.7310 -4.8312 -4.1534 -0.12 0.11 0.04
H 3.5040 -6.7421 -7.4538 -0.03 0.03 0.01
H 4.2401 -7.8102 -6.2533 0.00 0.00 0.00
H 2.6288 -7.1687 -5.9744 -0.01 0.00 -0.01
H 5.2644 -5.6180 -6.0719 0.01 0.08 0.03
H 4.3476 -5.9668 -4.6146 0.01 -0.02 -0.01
H 3.7585 -2.4300 -5.8782 -0.08 -0.04 0.01
H 5.2391 -3.3270 -6.0468 0.00 -0.08 0.00
H 3.6957 -2.8255 -3.4574 -0.01 -0.06 0.02
H 5.3285 -2.3484 -3.8851 0.01 0.00 -0.01
H 4.9767 -4.0414 -3.5617 -0.01 -0.01 -0.01
H 1.6246 -5.2010 -6.2605 0.09 -0.05 -0.01
H 1.7081 -3.5224 -5.8636 0.14 0.07 0.02
H 2.2683 -5.6945 -3.7584 0.05 0.00 -0.05
H 0.6664 -5.0713 -4.1143 -0.01 0.01 -0.02
H 1.8915 -3.9895 -3.4808 0.06 -0.05 0.05
```
Positions in Å, forces in eV/Å.

Summary:
Gap between HOMO and LUMO ... 8.7 eV
Structure (SMILES) ... C=CCCO[C@H](CCCCCCC)COCCCF.CCN(CC)CC.CCN(CC)CC
HOMO ... -8.11 eV
Total energy ... -39813.667 eV
E_LUMO ... 0.59 eV

5.
# C4H9NO2

One molecule with the formula C4H9NO2 at a distorted geometry (wB97M-V/def2-TZVPD, OMol25).

XYZ file:
```
16
Properties=species:S:1:pos:R:3:forces:R:3
C -0.3592 -0.6979 1.4402 -1.78 -1.16 0.40
N -0.6497 -0.6391 0.0170 0.65 -0.88 0.47
C -1.5327 -1.5428 -0.5222 0.97 1.60 0.32
O -2.1702 -2.3657 0.0877 0.08 -0.23 -0.35
C -0.1877 0.5442 -0.7020 -0.56 0.06 0.23
C 1.2386 0.9206 -0.2762 -0.50 1.24 -1.44
O 1.8043 1.8750 -1.2194 -0.40 -0.42 0.52
H 0.6963 -0.7379 1.6752 0.19 0.58 -0.05
H -0.9505 0.1171 1.8958 0.76 -0.19 0.43
H -0.7687 -1.6734 1.8396 0.23 1.13 -0.55
H -1.5147 -1.2901 -1.5826 -0.81 -0.75 -0.75
H -0.8796 1.3587 -0.4478 0.30 0.23 0.08
H -0.3328 0.4255 -1.7732 0.44 -0.33 -0.16
H 1.0979 1.4429 0.6643 0.61 -0.37 0.51
H 1.8900 0.0616 -0.2839 0.07 -0.47 0.56
H 2.6187 2.2014 -0.8123 -0.24 -0.03 -0.21
```
Positions in Å, forces in eV/Å.

Summary:
Gap between HOMO and LUMO ... 10.0 eV
Energy relative to the best compared isomer or geometry (same formula, charge and spin) ... 168.8 kJ/mol
Structure (SMILES) ... CN(C=O)CCO
HOMO ... -9.43 eV
Total energy ... -9878.311 eV
E_LUMO ... 0.60 eV

Which of these has the lowest total energy?
C40H61CuO4P2S

Look up the total energy of the fourth one.
-39813.667 eV

Repeat the second record exactly.
# C6H8AgLiO6

C6H8AgLiO6 as an isolated structure at a distorted geometry (wB97M-V/def2-TZVPD, OMol25).

XYZ file:
```
22
Properties=species:S:1:pos:R:3:forces:R:3
O -2.8020 0.1037 0.3476 -1.55 -1.58 0.34
C 1.0809 1.6865 0.2004 1.29 -0.14 0.89
C -2.4884 1.3749 -0.1211 -0.43 0.77 -0.46
O 1.9158 2.5023 0.5050 -0.60 -0.46 -0.44
O -0.1801 2.0788 -0.0152 -0.44 0.45 -0.39
C -1.1338 1.3903 -0.8398 0.11 0.00 0.04
Ag -5.0868 -1.1175 0.0399 1.70 1.01 0.18
H -2.4566 2.1032 0.7133 0.09 -0.08 -0.28
H -3.2540 1.7577 -0.8235 0.17 -0.14 0.15
H -1.1883 1.9496 -1.7826 0.01 -0.09 0.17
H -0.8178 0.3644 -1.0496 0.01 0.17 0.01
O 2.5901 -0.1678 0.7941 -1.04 -3.10 0.27
C 1.3263 0.1700 0.3735 -1.23 -1.73 1.02
C 2.1337 -1.8109 0.7477 3.56 -0.36 -0.87
O 0.4744 -0.3837 1.2743 -1.74 1.66 -0.24
O 1.1395 -0.5519 -0.8755 -0.33 0.66 -1.53
C 1.7519 -1.8259 -0.7361 0.28 0.66 0.79
Li -1.3359 -0.3622 1.3552 0.67 -0.03 -0.10
H 1.5107 -2.4942 1.3440 -0.46 1.69 0.51
H 3.1252 -2.2377 0.9426 0.16 0.31 -0.45
H 1.0556 -2.6294 -1.0107 -0.01 0.22 0.19
H 2.6395 -1.9000 -1.3833 -0.22 0.13 0.19
```
Positions in Å, forces in eV/Å.

Summary:
Gap between HOMO and LUMO ... 4.6 eV
Energy relative to the best compared isomer or geometry (same formula, charge and spin) ... 307.8 kJ/mol
HOMO ... -7.88 eV
Total energy ... -22836.460 eV
E_LUMO ... -3.28 eV

Which formula does entry 1 have?
C40H61CuO4P2S